Computed, not measured: C61H83BaF24N12O18S8 as an isolated structure at a distorted geometry, with wB97M-V/def2-TZVPD.

Computed properties:
HOMO-LUMO gap = 4.420 eV
relative energy (zero: lowest compared OMol25 entry of this formula, charge and spin) = 0.000 eV
F_max = 8.66 eV Å⁻¹
molar mass = 2122.2 u

Geometry as ORCA input:
```
! RIJCOSX wB97M-V def2-TZVPD def2/J DEFGRID3
* xyz 5 1
Ba -0.829 -1.278 3.546
C -0.037 1.368 -0.872
C -0.446 0.147 -0.060
C -0.028 -1.139 -0.817
O -0.068 0.146 1.298
H 0.028 2.246 -0.230
H -0.773 1.603 -1.641
H 0.970 1.202 -1.256
H -1.527 0.278 -0.020
H -0.319 -0.958 -1.852
H -0.540 -2.019 -0.429
H 1.050 -1.251 -0.698
C -7.749 -0.174 -0.611
C -7.298 1.260 -1.079
C -6.713 2.262 -0.046
N -5.878 3.437 -0.602
C -5.433 4.360 0.535
C -4.208 3.810 1.374
C -3.015 3.446 0.465
C -3.530 2.424 -0.560
C -4.693 3.017 -1.402
C -6.831 4.156 -1.652
H -8.599 -0.311 0.057
H -6.908 -0.563 -0.038
H -7.873 -0.743 -1.532
H -8.166 1.708 -1.563
H -6.629 1.225 -1.939
H -5.944 1.685 0.468
H -7.448 2.509 0.720
H -6.334 4.534 1.123
H -5.188 5.360 0.179
H -4.470 3.119 2.175
H -3.853 4.682 1.925
H -2.213 3.030 1.074
H -2.677 4.373 0.001
H -3.705 1.509 0.005
H -2.751 2.216 -1.294
H -4.970 2.415 -2.267
H -4.224 3.930 -1.769
H -6.571 5.202 -1.815
H -7.776 4.159 -1.110
H -6.928 3.630 -2.602
C -1.602 0.759 -4.643
N -0.627 -0.237 -5.009
C 0.624 -0.228 -4.414
C 1.502 -1.312 -4.676
C 1.123 -2.315 -5.573
C -0.094 -2.245 -6.162
C -1.011 -1.260 -5.816
C 2.143 -3.301 -6.035
C 2.205 -3.658 -7.370
C 3.186 -4.572 -7.833
N 4.116 -5.031 -6.976
C 4.196 -4.620 -5.700
C 3.186 -3.786 -5.236
C 5.202 -5.877 -7.438
H -1.156 1.744 -4.777
H -1.995 0.659 -3.632
H -2.479 0.708 -5.289
H 0.928 0.645 -3.856
H 2.441 -1.364 -4.146
H -0.348 -3.059 -6.825
H -1.968 -1.229 -6.315
H 1.516 -3.201 -8.065
H 3.198 -4.985 -8.831
H 4.993 -4.918 -5.035
H 3.304 -3.478 -4.207
H 5.910 -6.016 -6.621
H 5.746 -5.345 -8.218
H 4.710 -6.755 -7.857
C 6.929 3.194 10.001
N 6.503 2.882 8.671
C 6.875 3.673 7.605
C 6.425 3.400 6.272
C 5.504 2.313 6.124
C 5.183 1.514 7.257
C 5.625 1.899 8.531
C 4.888 2.086 4.757
C 3.514 1.965 4.585
C 2.968 1.745 3.348
N 3.765 1.446 2.300
C 5.120 1.616 2.422
C 5.698 1.860 3.657
C 3.149 1.103 1.022
H 6.838 2.321 10.648
H 6.356 4.049 10.358
H 7.984 3.443 9.885
H 7.489 4.536 7.816
H 6.672 4.040 5.438
H 4.650 0.579 7.168
H 5.407 1.278 9.388
H 2.917 2.132 5.469
H 1.895 1.710 3.237
H 5.727 1.455 1.544
H 6.771 1.887 3.775
H 2.575 1.934 0.612
H 2.466 0.286 1.253
H 3.924 0.844 0.301
C -1.968 -4.645 -1.355
N -2.032 -5.981 -1.923
C -1.345 -6.988 -1.314
C -1.473 -8.283 -1.812
C -2.168 -8.558 -3.002
C -2.784 -7.486 -3.706
C -2.783 -6.231 -3.019
C -2.394 -9.947 -3.499
C -3.685 -10.420 -3.640
C -3.954 -11.743 -4.037
N -2.845 -12.597 -4.196
C -1.556 -12.235 -3.950
C -1.300 -10.868 -3.678
C -3.065 -13.952 -4.824
H -2.925 -4.514 -0.849
H -1.818 -4.047 -2.254
H -1.084 -4.549 -0.725
H -0.814 -6.836 -0.386
H -1.013 -9.107 -1.287
H -3.370 -7.567 -4.609
H -3.299 -5.349 -3.368
H -4.507 -9.781 -3.353
H -4.972 -12.099 -4.096
H -0.851 -13.040 -4.096
H -0.267 -10.554 -3.677
H -3.534 -14.464 -3.984
H -2.139 -14.362 -5.228
H -3.792 -13.864 -5.632
C 1.833 6.557 3.544
N 0.338 7.020 3.270
C -0.368 6.958 4.629
C 0.300 8.442 2.595
C -0.352 5.926 2.321
C 0.372 5.712 0.993
O 0.387 6.859 0.144
H 2.268 7.286 4.228
H 2.358 6.541 2.588
H 1.798 5.571 4.007
H 0.189 7.604 5.308
H -0.377 5.921 4.964
H -1.301 7.469 4.392
H 0.598 9.192 3.329
H -0.647 8.558 2.068
H 1.085 8.376 1.842
H -1.356 6.312 2.143
H -0.228 5.036 2.937
H -0.270 5.071 0.389
H 1.265 5.091 1.060
H -0.004 6.584 -0.689
C 4.204 0.854 -2.669
F 3.263 1.714 -2.834
F 3.792 -0.287 -2.136
F 4.628 0.599 -3.836
S 5.669 1.678 -1.668
O 6.084 0.582 -0.848
O 6.685 2.086 -2.628
N 4.769 2.802 -0.732
S 5.445 4.085 -1.064
O 6.874 4.220 -0.668
O 5.192 4.565 -2.424
C 4.375 5.238 0.062
F 5.053 6.394 0.157
F 3.184 5.490 -0.506
F 4.227 4.761 1.308
C 1.385 -2.525 7.031
F 1.604 -3.778 6.612
F 0.082 -2.328 7.002
F 1.890 -2.217 8.212
S 2.257 -1.386 5.693
O 1.753 -0.031 5.988
O 3.671 -1.459 5.964
N 1.525 -2.073 4.186
S 2.800 -2.595 3.422
O 3.486 -1.426 2.786
O 3.585 -3.607 4.199
C 1.914 -3.435 1.886
F 2.530 -4.663 1.712
F 0.583 -3.591 2.080
F 2.163 -2.675 0.801
C -4.551 -1.305 2.549
F -4.950 -1.651 3.783
F -5.553 -0.900 1.839
F -3.660 -0.284 2.693
S -3.698 -2.804 1.704
O -4.823 -3.749 1.417
O -3.072 -2.214 0.523
N -2.519 -3.233 2.914
S -2.742 -4.762 3.112
O -4.098 -5.141 3.509
O -2.224 -5.604 1.996
C -1.513 -5.157 4.544
F -2.218 -5.110 5.683
F -1.124 -6.426 4.380
F -0.401 -4.366 4.521
C -2.686 8.184 -0.574
F -1.570 8.852 -0.279
F -2.926 7.221 0.291
F -3.714 9.017 -0.684
S -2.343 7.393 -2.336
O -3.575 6.583 -2.661
O -2.023 8.497 -3.248
N -0.881 6.457 -2.080
S -0.995 5.225 -3.029
O -1.842 4.167 -2.449
O -1.228 5.585 -4.417
C 0.785 4.519 -2.891
F 0.934 3.383 -3.631
F 1.657 5.434 -3.351
F 1.054 4.252 -1.569
*
```